Computed, not measured: a cluster of 4 separate species, C49H82BrF3NO7 in total, with ωB97M-V with the def2-TZVPD basis set.

* LUMO energy: 2.172 eV
* highest occupied orbital energy: -0.1792 Ha
* net charge: -1
* relative energy (zero: lowest compared OMol25 entry of this formula, charge and spin): 0.0 kcal per mole

Last column: Mulliken charge in e.
Positions of all 143 atoms, in Å:
C1 1.8569 -1.7307 1.8025  -0.761
O1 1.9055 -2.4743 0.5842  0.159
C2 3.2556 -2.6103 0.1174  -0.606
C3 3.3562 -2.1652 -1.3889  -0.693
C4 3.1387 -0.5810 -1.4248  0.178
C5 2.2355 -0.2469 -2.6690  -0.092
C6 1.7232 1.2465 -2.7150  0.071
C7 1.4563 1.8674 -1.2988  0.433
C8 0.6087 3.1846 -1.2880  -0.356
C9 -0.9108 2.9896 -1.7114  -0.184
C10 -1.9341 3.2062 -0.4980  -0.833
C11 -1.6305 2.1760 0.6765  0.003
C12 -2.8839 1.2070 0.8697  -1.329
C13 -2.6245 -0.2017 0.1993  1.191
N1 -3.0378 -0.2472 -1.2259  0.358
C14 -4.2924 -0.9752 -1.3386  -0.259
O2 -5.4070 -0.5517 -1.4630  -0.563
C15 -3.8697 -2.4791 -1.3298  0.511
C16 -4.5748 -3.6818 -0.9412  -0.009
C17 -6.0266 -3.5629 -0.4016  -0.928
C18 -6.1957 -2.4584 0.7313  0.084
C19 -6.4522 -3.1000 2.1549  0.033
F1 -6.2308 -4.4270 2.4014  -0.279
C20 -6.8715 -2.2560 3.1139  0.451
F2 -7.2254 -2.6801 4.3689  -0.258
F3 -6.9677 -0.9140 2.9273  -0.224
C21 -3.8469 -4.9597 -1.1232  1.290
C22 -4.5583 -6.2896 -0.7684  -1.096
C23 -3.8763 -7.1565 0.3873  -0.743
C24 -2.8405 -6.4096 1.2934  -0.383
O3 -3.4270 -5.3273 2.0719  -0.181
C25 -2.4956 -4.7126 2.8823  0.574
C26 -2.7852 -3.2961 3.5115  -0.228
O4 -1.4118 -5.1915 3.1266  -0.566
C27 -2.4739 -4.9172 -1.6757  -0.082
Br1 -1.4744 -6.5862 -1.9895  -0.100
C28 -1.7615 -3.6902 -2.0310  0.838
C29 -0.2944 -3.6307 -2.5754  0.269
O5 -0.0105 -2.9491 -3.5755  -0.706
O6 0.6315 -4.2698 -1.9421  -0.713
C30 -2.4859 -2.4332 -1.8623  -0.741
C31 -2.0981 -0.9413 -2.1209  -0.426
O7 -1.3209 -0.4259 -2.8500  -0.466
H1 0.7710 -1.6805 2.1068  0.075
H2 2.4326 -2.2084 2.6365  0.269
H3 2.1889 -0.6702 1.6154  0.311
H4 3.6406 -3.6705 0.2082  0.110
H5 3.9823 -1.9668 0.6971  0.400
H6 4.3642 -2.4644 -1.7993  0.395
H7 2.5568 -2.6576 -2.0081  0.209
H8 4.1491 -0.1234 -1.5883  0.144
H9 2.6902 -0.3092 -0.4398  -0.243
H10 2.8582 -0.4129 -3.5978  0.447
H11 1.3626 -0.9510 -2.7712  -0.270
H12 2.3740 1.9279 -3.3414  -0.493
H13 0.7303 1.2219 -3.2529  0.259
H14 2.4470 2.1194 -0.8217  0.352
H15 1.0137 1.0443 -0.6652  -0.359
H16 1.0393 3.9800 -1.9568  -0.157
H17 0.5958 3.5544 -0.2196  0.288
H18 -1.1913 3.6784 -2.5589  0.392
H19 -1.0941 1.9459 -2.0724  -0.165
H20 -2.9601 3.0101 -0.9031  0.524
H21 -1.9194 4.2611 -0.1090  0.032
H22 -1.5176 2.7615 1.6336  0.434
H23 -0.6792 1.6067 0.5175  -0.147
H24 -3.0014 1.0827 1.9854  0.407
H25 -3.8429 1.6735 0.5203  0.353
H26 -3.1458 -0.9728 0.8357  -0.801
H27 -1.5233 -0.4258 0.2883  0.278
H28 -6.6732 -3.2591 -1.2674  0.453
H29 -6.4555 -4.5073 0.0059  0.210
H30 -5.3038 -1.8023 0.8547  -0.154
H31 -7.1254 -1.8859 0.4785  0.428
H32 -5.6364 -6.1869 -0.5086  0.249
H33 -4.5221 -6.9187 -1.7062  0.430
H34 -3.3730 -8.0426 -0.0765  0.330
H35 -4.7154 -7.5799 1.0121  0.404
H36 -2.4658 -7.1707 2.0400  0.476
H37 -1.9317 -6.0297 0.7687  0.182
H38 -3.0033 -2.5813 2.6786  -0.343
H39 -3.5702 -3.3361 4.3042  0.280
H40 -1.8421 -2.9394 4.0007  0.298
C32 1.8159 -6.1533 1.8249  -0.962
C33 2.0119 -6.2269 3.3301  -0.298
C34 2.9584 -5.1580 3.8752  -0.432
C35 4.3962 -5.2338 3.3559  -0.148
C36 5.1092 -6.5622 3.6105  -0.614
C37 5.2731 -6.8843 5.0909  -1.236
H41 2.7464 -6.3276 1.2795  0.375
H42 1.1011 -6.9153 1.5062  0.308
H43 1.4228 -5.1785 1.5266  0.082
H44 2.3634 -7.2255 3.6109  0.290
H45 1.0357 -6.0986 3.8072  0.251
H46 2.9614 -5.2146 4.9691  0.406
H47 2.5559 -4.1714 3.6282  0.013
H48 4.9746 -4.4265 3.8201  0.460
H49 4.4068 -5.0287 2.2813  -0.095
H50 6.1030 -6.5136 3.1533  0.443
H51 4.5819 -7.3801 3.1125  0.267
H52 5.8360 -6.0982 5.6014  0.287
H53 5.8192 -7.8232 5.2155  0.391
H54 4.3083 -6.9965 5.5896  0.285
C38 -0.0021 7.6405 0.7932  -1.024
C39 -0.1358 8.0324 2.2595  -0.420
C40 -1.1624 7.1905 3.0184  -0.654
C41 -2.6017 7.3041 2.5100  -0.321
C42 -3.1774 8.7209 2.5016  -0.533
C43 -3.2647 9.3440 3.8895  -1.214
H55 -0.9334 7.7985 0.2453  0.273
H56 0.7679 8.2483 0.3126  0.380
H57 0.2785 6.5899 0.6880  0.165
H58 -0.3799 9.0961 2.3365  0.267
H59 0.8381 7.9047 2.7427  0.362
H60 -1.1265 7.4625 4.0780  0.330
H61 -0.8628 6.1381 2.9693  0.329
H62 -3.2389 6.6664 3.1321  0.383
H63 -2.6648 6.8925 1.4983  0.081
H64 -4.1845 8.6813 2.0745  0.395
H65 -2.5904 9.3681 1.8442  0.258
H66 -3.8834 8.7343 4.5528  0.290
H67 -3.7151 10.3381 3.8298  0.377
H68 -2.2788 9.4569 4.3452  0.284
C44 5.0900 4.4357 -3.0810  -1.207
C45 3.9883 4.9037 -4.0241  0.040
C46 3.9938 4.1757 -5.3685  -0.427
C47 5.2564 4.3702 -6.2119  -0.940
C48 5.5965 5.8233 -6.5465  -0.384
C49 4.5274 6.5148 -7.3837  -1.186
H69 6.0831 4.6357 -3.4896  0.366
H70 5.0162 4.9599 -2.1254  0.383
H71 5.0067 3.3642 -2.8847  0.205
H72 4.0648 5.9851 -4.1732  0.381
H73 3.0220 4.7272 -3.5414  -0.124
H74 3.1185 4.4933 -5.9434  0.393
H75 3.8618 3.1033 -5.1904  0.199
H76 5.1374 3.8100 -7.1456  0.409
H77 6.1107 3.9178 -5.6993  0.329
H78 6.5383 5.8375 -7.1048  0.373
H79 5.7735 6.3949 -5.6313  0.232
H80 4.3642 5.9832 -8.3246  0.287
H81 4.8369 7.5353 -7.6240  0.379
H82 3.5752 6.5765 -6.8532  0.288